Below is a gas-phase ion, C11H14N (charge +1) at a distorted geometry, with properties calculated with ωB97M-V/def2-TZVPD.

Geometry as ORCA input:
```
! wB97M-V def2-TZVPD RIJCOSX def2/J DEFGRID3
* xyz 1 1
C -3.59 0.25 -0.24
C -3.34 -1.09 0.06
C -2.56 1.17 -0.36
C -2.04 -1.58 0.11
C -0.17 1.79 0.14
C -1.31 0.75 -0.01
C -1.09 -0.56 -0.03
C 1.22 1.06 -0.03
C 2.38 2.08 0.07
C 1.83 -2.44 -0.12
C 2.46 -1.06 0.11
N 1.36 -0.19 0.10
H -4.68 0.44 -0.45
H -4.28 -1.75 0.29
H -2.82 2.20 -0.51
H -1.80 -2.56 0.32
H -0.23 2.64 -0.60
H -0.17 2.12 1.17
H 2.22 2.83 0.88
H 2.43 2.54 -0.90
H 3.31 1.54 0.30
H 0.80 -2.23 -0.57
H 2.27 -3.09 -0.87
H 1.74 -3.03 0.76
H 3.09 -0.76 -0.64
H 2.95 -1.08 1.02
*
```

## Properties
Gap between HOMO and LUMO in eV: 8.14
ΔE to the lowest compared entry with this formula, charge and spin in kcal per mole: 99.0
DFT total energy in eV: -13113.4255

***

Below is 2 unconnected molecules or ions with the total composition C2H6ClISi at a distorted geometry, with properties calculated with ωB97M-V/def2-TZVPD.

Geometry as ORCA input:
```
! wB97M-V def2-TZVPD RIJCOSX def2/J DEFGRID3
* xyz 0 1
C 0.08 1.60 -0.98
C 0.38 -1.13 0.87
Si 1.09 0.25 -0.21
Cl -1.29 3.97 0.24
I 3.47 -0.05 -0.13
H -0.70 2.31 -0.35
H 0.87 2.30 -1.43
H -0.52 1.19 -1.77
H 0.85 -1.74 1.72
H -0.65 -0.87 1.10
H 0.14 -2.00 0.20
*
```

## Properties
Gap between HOMO and LUMO in eV: 5.92
ΔE to the lowest compared entry with this formula, charge and spin in kcal per mole: 96.8
DFT total energy in eV: -30670.5233

***

Below is 2 unconnected molecules or ions with the total composition C4H11N3 at a distorted geometry, with properties calculated with ωB97M-V/def2-TZVPD.

Geometry as ORCA input:
```
! wB97M-V def2-TZVPD RIJCOSX def2/J DEFGRID3
* xyz 1 2
C -1.95 0.66 0.11
C -2.33 -0.63 0.49
N -3.50 -1.14 0.21
H -2.62 1.32 -0.42
H -0.96 1.02 0.36
H -1.67 -1.26 1.06
H -4.22 -0.52 -0.16
H -3.83 -1.94 0.75
C 2.26 0.68 0.30
C 1.68 -0.04 -0.63
N 0.73 -1.07 -0.30
N 3.19 1.70 -0.07
H 2.09 0.49 1.36
H 1.81 0.21 -1.68
H 1.06 -1.98 -0.60
H -0.12 -0.89 -0.83
H 4.14 1.37 0.11
H 3.08 2.51 0.53
*
```

## Properties
Expectation value of S²: 0.762
Gap between HOMO and LUMO (alpha / beta) in eV: 8.14 / 4.49
ΔE to the lowest compared entry with this formula, charge and spin in kcal per mole: 49.0
DFT total energy in eV: -8787.2880

***

Below is a molecular structure, C48H51N4O5PtSTe, with properties calculated with ωB97M-V/def2-TZVPD.

Geometry as ORCA input:
```
! wB97M-V def2-TZVPD RIJCOSX def2/J DEFGRID3
* xyz 1 3
Pt -0.06 -1.60 -1.05
C -3.16 4.31 1.96
C -2.69 2.95 1.50
C -3.42 1.80 1.79
C -2.98 0.54 1.41
C -3.81 -0.66 1.73
O -4.01 -1.54 0.91
C -4.47 -0.74 3.07
C -3.97 -0.10 4.21
C -4.62 -0.23 5.43
C -5.77 -1.00 5.52
C -6.26 -1.66 4.40
C -5.61 -1.53 3.19
C -1.74 0.37 0.70
O -1.28 -0.82 0.57
C -1.07 1.57 0.29
C -1.55 2.81 0.75
C 0.05 1.58 -0.64
N 0.67 0.51 -1.05
C 1.59 0.54 -2.18
C 0.85 0.49 -3.52
Te -0.60 -1.13 -3.60
C -2.32 0.05 -3.13
C -2.57 1.27 -3.75
C -3.69 2.01 -3.39
C -4.58 1.51 -2.45
C -4.34 0.28 -1.86
C -3.21 -0.44 -2.19
C 0.47 2.92 -1.17
C 1.72 3.44 -0.85
C 2.16 4.62 -1.43
C 1.35 5.29 -2.33
C 0.08 4.81 -2.62
C -0.36 3.63 -2.03
H -4.02 4.22 2.62
H -3.44 4.94 1.12
H -2.36 4.82 2.50
H -4.37 1.89 2.30
H -3.06 0.49 4.15
H -4.23 0.27 6.30
H -6.28 -1.10 6.48
H -7.15 -2.27 4.48
H -5.97 -2.04 2.31
H -0.98 3.70 0.51
H 2.23 -0.33 -2.09
H 2.22 1.43 -2.18
H 1.56 0.34 -4.33
H 0.30 1.41 -3.68
H -1.90 1.65 -4.52
H -3.86 2.98 -3.85
H -5.46 2.09 -2.18
H -5.02 -0.12 -1.12
H -3.01 -1.38 -1.68
H 2.35 2.92 -0.14
H 3.14 5.00 -1.18
H 1.70 6.20 -2.81
H -0.57 5.35 -3.29
H -1.35 3.26 -2.23
C 5.94 5.35 -0.29
C 5.38 4.10 0.33
C 4.69 4.17 1.54
C 4.15 3.04 2.14
C 4.32 1.80 1.53
N 3.80 0.59 2.07
C 3.37 0.37 3.35
O 3.40 1.16 4.26
N 2.95 -0.95 3.57
C 2.28 -1.84 2.75
C 2.14 -3.17 3.14
C 1.49 -4.07 2.31
C 1.00 -3.62 1.09
N 1.09 -2.34 0.74
C 1.69 -1.46 1.53
C 5.00 1.72 0.32
C 5.53 2.86 -0.26
H 6.48 5.94 0.45
H 5.14 5.98 -0.68
H 6.62 5.12 -1.11
H 4.57 5.13 2.03
H 3.63 3.12 3.08
H 3.95 -0.22 1.50
H 2.97 -1.19 4.55
H 2.54 -3.49 4.09
H 1.37 -5.10 2.60
H 0.49 -4.28 0.40
H 1.66 -0.43 1.21
H 5.13 0.75 -0.16
H 6.06 2.77 -1.20
C -1.84 -6.03 -1.39
C -2.42 -5.33 -0.16
C -2.56 -3.90 -0.67
O -1.42 -3.70 -1.52
C -0.93 -4.96 -1.99
H -2.64 -6.28 -2.08
H -1.29 -6.94 -1.15
H -1.71 -5.36 0.68
H -3.37 -5.75 0.17
H -2.57 -3.14 0.10
H -3.47 -3.82 -1.28
H 0.11 -5.08 -1.66
H -0.94 -4.96 -3.08
C 4.36 -2.77 -2.77
S 2.92 -3.56 -2.00
C 2.99 -5.07 -3.00
O 1.73 -2.79 -2.50
H 4.19 -2.68 -3.84
H 5.25 -3.37 -2.57
H 4.48 -1.78 -2.32
H 3.93 -5.59 -2.78
H 2.92 -4.82 -4.05
H 2.15 -5.70 -2.71
*
```

## Properties
Expectation value of S²: 2.009
Gap between HOMO and LUMO (alpha / beta) in eV: 7.32 / 6.83
ΔE to the lowest compared entry with this formula, charge and spin in kcal per mole: 0.0
DFT total energy in eV: -88170.9843

***

Repeat the second record exactly.
Below is 2 unconnected molecules or ions with the total composition C2H6ClISi at a distorted geometry, with properties calculated with ωB97M-V/def2-TZVPD.

Geometry as ORCA input:
```
! wB97M-V def2-TZVPD RIJCOSX def2/J DEFGRID3
* xyz 0 1
C 0.08 1.60 -0.98
C 0.38 -1.13 0.87
Si 1.09 0.25 -0.21
Cl -1.29 3.97 0.24
I 3.47 -0.05 -0.13
H -0.70 2.31 -0.35
H 0.87 2.30 -1.43
H -0.52 1.19 -1.77
H 0.85 -1.74 1.72
H -0.65 -0.87 1.10
H 0.14 -2.00 0.20
*
```

## Properties
Gap between HOMO and LUMO in eV: 5.92
ΔE to the lowest compared entry with this formula, charge and spin in kcal per mole: 96.8
DFT total energy in eV: -30670.5233

***

- Which value of ΔE to the lowest compared entry with this formula, charge and spin does entry 3 give?
  49.0 kcal per mole

***

- DFT total energy of number 2 (C2H6ClISi)?
  -30670.5233 eV